# 1
133
Properties=species:S:1:pos:R:3:lowdin_charge:R:1 method="wB97M-V/def2-TZVPD" orbital_gap_ev=9.9 fmax_ev_per_a=2.49 e_above_lowest_kcal_mol=9.2 e_homo_ev=-10.13
Br -1.72 -4.57 -3.55 0.607
Br -3.35 3.72 -4.44 0.592
Br -5.48 3.27 -2.11 0.671
Br 1.05 -4.32 -5.03 0.553
Br 0.46 -6.79 -3.08 0.574
Br -2.43 2.82 -1.58 0.678
S -3.32 -1.24 -6.37 0.560
S 4.47 2.13 3.21 0.559
S -0.29 -0.52 -1.62 0.563
S -8.17 -0.09 -1.19 0.562
S 1.23 5.28 -1.91 0.580
O 3.11 1.83 4.00 -0.287
O -0.31 -1.71 -2.41 -0.309
O 2.42 -3.49 5.67 0.112
O 1.70 6.41 -0.90 -0.248
O 1.01 4.09 -1.15 -0.304
O -6.88 -0.24 -0.29 -0.258
O -3.70 -0.97 -7.72 -0.278
O 1.13 4.89 4.19 0.116
O -2.87 -2.77 -6.27 -0.303
O 6.76 -1.17 -1.80 0.153
O -9.28 -0.34 -0.33 -0.272
O 2.13 5.36 -3.00 -0.252
O 4.82 -1.01 -0.79 0.045
O -1.14 -0.17 3.11 0.115
O 4.46 -4.08 5.03 0.039
O -4.21 -1.04 -5.27 -0.274
O -0.35 -1.59 4.62 0.008
O 4.14 2.36 1.85 -0.264
O 5.41 1.11 3.54 -0.279
O -8.10 1.13 -1.92 -0.307
O 0.98 -0.50 -0.65 -0.296
O -0.98 4.49 3.74 0.035
O -1.47 -0.20 -0.87 -0.313
C 3.51 -1.62 -0.88 -0.164
C 0.58 3.32 2.39 -0.058
C -2.36 -2.24 3.58 -0.063
C 0.16 0.84 -2.66 -0.131
C -1.76 3.65 2.88 -0.138
C 1.92 6.89 1.46 -0.042
C -1.56 -3.47 3.97 -0.148
C -0.39 5.88 -2.45 -0.094
C 2.50 -0.17 5.22 -0.058
C -0.67 -2.92 5.10 -0.124
C -1.78 -0.41 -5.97 -0.095
C -4.74 -1.24 -0.72 -0.051
C 0.96 6.68 0.30 -0.261
C 2.77 -4.29 3.39 -0.069
C 3.18 1.17 5.28 -0.245
C 0.34 4.30 3.53 -0.496
C -2.24 -3.36 -7.44 -0.268
C 5.04 -4.78 3.93 -0.148
C -8.02 -1.52 -2.28 -0.099
C 0.17 -4.91 -3.39 -1.595
C -0.81 3.19 1.77 -0.167
C 0.93 0.22 0.61 -0.207
C 5.64 -1.50 -1.74 -0.524
C 2.07 -0.33 1.44 -0.042
C -1.27 -1.17 3.74 -0.477
C -2.93 -4.69 -7.71 -0.057
C -5.60 -0.01 -0.92 -0.288
C 3.13 -3.91 4.82 -0.483
C 3.69 -2.79 -1.86 -0.137
C 4.98 3.66 3.99 -0.095
C -3.71 3.92 -2.56 -1.555
C 4.87 -2.36 -2.73 -0.054
C 4.13 -4.48 2.74 -0.152
H -2.64 -5.40 -6.93 0.071
H 1.42 6.66 2.40 0.065
H 6.08 -4.49 3.77 0.127
H 2.73 -2.99 -2.33 0.095
H -0.58 6.81 -1.91 0.063
H -0.87 3.79 0.86 0.063
H -1.18 -2.78 6.05 0.131
H -9.06 -1.71 -2.55 0.070
H -0.05 0.18 1.10 0.080
H -5.22 -2.16 -1.04 0.074
H 0.52 1.66 -2.04 0.047
H -2.15 2.79 3.42 0.123
H 2.29 7.92 1.50 0.082
H -0.37 6.13 -3.50 0.072
H 0.28 7.53 0.15 0.121
H -7.63 -2.33 -1.68 0.065
H -1.01 -3.91 3.14 0.115
H -2.60 4.20 2.48 0.123
H -1.19 -3.52 -7.17 0.087
H 2.15 -3.53 2.94 0.107
H 1.01 0.48 -3.24 0.080
H -2.03 0.64 -5.88 0.058
H -4.50 -1.31 0.34 0.080
H -3.81 -1.17 -1.28 0.063
H -7.50 -1.24 -3.19 0.071
H 1.10 1.28 0.41 0.121
H -1.15 5.15 -2.19 -0.012
H 4.62 -1.73 -3.59 0.131
H -2.29 -2.71 -8.30 0.110
H 1.33 3.69 1.70 0.116
H 4.45 -3.58 2.22 0.116
H -1.06 -0.70 -6.73 0.072
H -0.69 1.15 -3.25 0.032
H 2.79 -0.80 6.06 0.085
H 4.20 1.12 5.68 0.116
H 1.82 -1.34 1.80 0.082
H -4.01 -4.58 -7.64 0.085
H -2.65 -2.25 2.53 0.119
H 4.21 -5.29 2.01 0.117
H 2.84 -0.84 -1.25 0.112
H 4.23 4.37 3.62 0.063
H 5.98 3.96 3.70 0.074
H -1.47 -0.91 -5.05 0.058
H 4.84 3.58 5.06 0.069
H -3.60 4.94 -2.24 -0.025
H 0.56 -4.35 -2.56 -0.048
H -5.74 0.20 -1.99 0.092
H 2.79 6.26 1.32 0.088
H 2.20 0.33 2.30 0.058
H 3.09 -1.92 0.08 0.094
H 2.64 1.82 5.97 0.127
H -1.01 2.15 1.50 0.089
H 1.41 -0.08 5.25 0.069
H -5.16 0.88 -0.48 0.079
H 0.27 5.86 0.53 0.101
H 2.98 -0.33 0.84 0.062
H 0.82 2.37 2.89 0.118
H 2.21 -5.22 3.54 0.138
H 2.71 -0.75 4.31 0.071
H 3.97 -3.66 -1.26 0.117
H -2.17 -4.28 4.39 0.120
H -2.61 -5.11 -8.66 0.082
H 5.05 -5.85 4.15 0.127
H -3.20 -1.97 4.22 0.133
H 5.45 -3.22 -3.02 0.121
H 0.20 -3.55 5.23 0.097

# 2
10
Properties=species:S:1:pos:R:3:nbo_charge:R:1 method="wB97M-V/def2-TZVPD" orbital_gap_ev=11.5 charge=+1 fmax_ev_per_a=6.22 e_above_lowest_kcal_mol=0.0 e_homo_ev=-15.77
F -3.34 0.74 0.08 -0.216
O -2.28 -1.28 -0.08 -0.511
N 0.17 -0.56 0.09 -0.738
C -2.42 -0.11 -0.06 0.921
C -0.47 0.72 -0.04 -0.312
H 0.62 -0.56 0.99 0.446
H -0.84 -1.23 -0.03 0.476
H -0.49 1.04 -1.07 0.234
H 0.81 -0.65 -0.65 0.439
H -0.43 1.50 0.73 0.261

# 3
168
Properties=species:S:1:pos:R:3:lowdin_spin:R:1 method="wB97M-V/def2-TZVPD" orbital_gap_ev="7.1 / 3.2" charge=+1 spin_multiplicity=2 fmax_ev_per_a=3.28 e_homo_ev="-9.70 / -9.70"
O 1.07 -4.52 -4.94 0.000
O -1.02 -0.88 -4.43 0.000
O -1.14 4.00 -0.44 0.189
O 3.51 0.80 0.66 0.000
O 1.93 -6.75 1.64 0.000
O 1.63 2.62 -0.66 0.000
O -0.89 -1.24 -1.63 0.000
O 3.28 -0.68 -3.66 0.000
O -4.23 -0.72 1.67 0.002
O 4.16 -1.70 1.28 0.000
O -2.74 -2.40 0.03 0.000
O -1.31 0.41 6.46 0.000
O -1.34 -3.48 -3.39 0.000
O 3.89 -2.79 -1.42 0.000
O 0.12 5.74 1.61 0.000
N 0.52 -6.87 1.33 0.000
N -2.33 3.96 -1.10 0.594
N 1.37 5.13 1.67 0.000
C -3.68 -3.11 -0.75 0.000
C -3.56 3.56 -3.23 0.000
C 1.61 -3.24 -4.92 0.000
C -1.19 4.57 -3.35 0.034
C 0.26 -0.51 0.43 0.000
C -1.60 -5.70 0.52 0.000
C -1.06 -0.63 4.35 0.000
C -4.34 -2.19 -1.82 0.000
C -0.25 -7.88 2.11 0.000
C -3.24 5.04 -0.69 0.045
C -2.39 -6.74 1.32 0.000
C 3.72 5.14 0.91 0.000
C -3.55 4.81 0.81 0.016
C 3.29 -2.12 3.45 0.000
C -2.18 3.60 -2.59 0.043
C -1.64 -8.03 1.40 0.000
C 1.67 4.34 2.93 0.000
C 4.63 -0.50 -5.66 0.000
C 4.32 0.10 -4.32 0.000
C -4.62 4.91 -1.40 0.001
C -2.63 6.42 -0.88 0.039
C 0.60 -4.82 -0.13 0.000
C 0.56 3.27 3.02 0.000
C 3.34 -2.62 1.99 0.000
C -0.33 -0.16 5.58 0.000
C 3.03 3.62 2.83 0.000
C 1.16 -2.53 -6.20 0.000
C -0.33 -7.58 3.61 0.000
C -1.68 2.16 -2.64 0.008
C 1.71 5.28 4.18 0.000
C 0.39 -0.93 -1.09 0.000
C -3.34 1.13 0.38 0.006
C 1.95 6.20 -0.47 0.000
C 4.13 4.50 2.22 0.000
C 0.44 -9.28 1.87 0.000
C -0.13 -4.57 2.23 0.000
C -0.13 -5.55 1.00 0.000
C -3.84 0.59 1.74 0.001
C 2.55 7.30 1.69 0.000
C -4.43 4.84 -2.88 0.000
C 2.41 5.92 0.95 0.000
H 1.97 -6.51 2.57 0.000
H 1.61 4.67 5.08 0.000
H 2.39 -2.59 1.46 0.000
H 2.08 2.01 -0.07 0.000
H -2.34 1.45 -2.15 0.000
H -2.93 0.33 -0.23 0.000
H -2.70 4.73 1.49 0.000
H 3.44 3.30 3.79 0.000
H -3.98 3.82 0.96 0.000
H 1.69 5.28 -1.01 0.000
H -3.42 3.57 -4.31 0.000
H 0.26 2.71 2.13 0.000
H -0.24 -1.28 1.02 0.000
H -2.33 6.55 -1.92 0.000
H -0.43 3.69 3.19 0.000
H 0.25 -0.87 6.17 0.000
H 1.50 -1.50 -6.32 0.000
H -0.20 0.46 0.56 0.000
H -2.62 1.95 0.45 0.002
H -0.97 -0.95 -2.54 0.000
H -0.50 -1.41 3.82 0.000
H 3.01 7.22 2.68 0.000
H -3.57 -1.99 -2.57 0.000
H -1.55 -8.30 0.35 0.000
H 0.98 6.08 4.18 0.000
H -1.37 0.18 3.70 0.000
H 4.54 -1.58 -5.73 0.000
H -0.08 -8.40 4.28 0.000
H 2.73 -2.82 4.07 0.000
H -1.34 -7.24 3.82 0.000
H 0.96 -0.30 -1.78 0.000
H -1.65 -0.55 -5.07 0.000
H 3.23 7.99 1.18 0.000
H -1.95 -1.14 4.73 0.000
H -1.51 1.77 -3.65 0.000
H 5.20 -0.19 -3.75 0.000
H -4.60 -1.21 -1.43 0.000
H 3.74 -3.63 1.93 0.000
H -0.77 3.11 -0.48 0.008
H -5.35 5.67 -1.12 0.000
H 0.81 -1.93 -1.22 0.000
H 2.69 -3.36 -4.99 0.000
H -5.39 4.83 -3.39 0.000
H 0.77 -4.66 2.84 0.000
H 1.34 -2.68 -4.03 0.000
H -1.80 1.02 5.90 0.000
H 1.67 -4.63 -0.01 0.000
H 3.75 4.41 0.09 0.000
H -4.20 2.77 -2.83 0.000
H 3.94 -2.14 -0.71 0.000
H 1.54 -3.08 -7.06 0.000
H 4.96 3.82 2.04 0.000
H -4.35 -3.48 0.03 0.000
H -1.59 5.50 -3.74 0.001
H 1.50 3.41 -0.14 0.000
H 0.08 -2.39 -6.30 0.000
H 0.57 -5.30 -1.11 0.000
H 4.43 5.29 2.92 0.000
H 1.29 -9.39 2.54 0.000
H -0.23 -10.12 2.05 0.000
H 0.13 -3.84 -0.22 0.000
H 4.30 -2.13 3.87 0.000
H -4.26 5.51 1.25 0.001
H -2.30 -8.78 1.84 0.000
H 0.32 -6.74 3.88 0.000
H -3.99 5.77 -3.24 0.000
H 1.04 6.79 -0.43 0.000
H 3.48 -2.32 -2.14 0.000
H -0.19 -0.48 -4.68 0.000
H -0.32 5.41 0.83 0.000
H 4.45 5.88 0.60 0.000
H 2.72 5.62 4.43 0.000
H 3.51 -0.16 0.68 0.000
H 5.64 -0.20 -5.93 0.000
H 5.05 -1.88 1.58 0.000
H -3.08 0.57 2.52 0.000
H -1.02 -4.73 2.84 0.000
H 4.13 1.17 -4.38 0.000
H -3.51 -1.26 1.36 0.000
H 3.90 -0.09 -6.37 0.000
H 1.56 7.70 1.94 0.000
H -1.75 6.52 -0.24 0.001
H 1.27 -0.45 0.84 0.000
H 2.72 6.78 -0.97 0.000
H 0.63 -4.86 -4.16 0.000
H 0.48 0.53 5.35 0.000
H -1.16 -2.65 -3.84 0.000
H -3.38 -6.96 0.90 0.000
H -0.29 4.76 -2.77 0.001
H -2.03 -2.07 -0.53 0.000
H 2.92 -1.10 3.36 0.000
H 0.72 -9.41 0.82 0.000
H -1.38 -3.25 -2.46 0.000
H -1.50 -5.96 -0.53 0.000
H 3.04 2.80 2.11 0.000
H -5.20 -2.67 -2.28 0.000
H -0.91 4.07 -4.28 0.004
H -5.10 3.99 -1.06 0.000
H 0.68 2.55 3.83 0.000
H -4.65 1.22 2.12 0.000
H 2.46 -0.20 -3.81 0.000
H -4.16 1.62 -0.13 0.001
H -2.12 -4.76 0.67 0.000
H -0.18 -3.52 1.96 0.000
H -3.38 7.18 -0.68 0.004
H 4.21 1.05 1.26 0.000
H -2.66 -6.34 2.30 0.000
H -0.68 2.12 -2.21 0.000
H -3.27 -3.95 -1.30 0.000